# 1
This record from the Open Molecules 2025 dataset describes the molecule C2H6N4 at a distorted geometry. The level of theory is ωB97M-V/def2-TZVPD.

Output
SMILES: C=NN/C=N\N
Max |F| (Eh/bohr): 0.1591
E_HOMO (Eh): -0.347
HOMO-LUMO gap (eV): 9.97
E (eV): -8124.9363
Energy relative to the best compared isomer or geometry (same formula, charge and spin) (kJ/mol): 690.5

Structure (ORCA input):
```
! wB97M-V def2-TZVPD RIJCOSX def2/J DEFGRID3
* xyz 0 1
C -0.438 -0.826 1.045
C 1.918 0.858 -0.848
H -1.569 -0.214 -1.291
H -3.045 -0.584 -0.574
H -0.443 -1.138 1.976
H 1.385 -0.182 1.107
H 2.512 1.511 0.067
H 2.440 0.885 -1.969
N -2.224 -0.127 -0.454
N -1.681 -1.090 0.664
N 0.388 0.526 0.851
N 0.756 0.382 -0.572
*
```

These are the Mulliken partial charges, in e, on atoms 1 to 6: atom 1 (C): -0.07, atom 2 (C): -0.33, atom 3 (H): 0.26, atom 4 (H): 0.26, atom 5 (H): 0.40, atom 6 (H): 0.35



# 2
This record from the Open Molecules 2025 dataset describes a cluster of 6 separate species, H12O6 in total at a distorted geometry. The level of theory is ωB97M-V/def2-TZVPD.

Output
SMILES: O.O.O.O.O.O
Max |F| (Eh/bohr): 0.0536
E_HOMO (Eh): -0.420
HOMO-LUMO gap (eV): 11.90
E (eV): -12480.4238
Energy relative to the best compared isomer or geometry (same formula, charge and spin) (kJ/mol): 66.6

Structure (ORCA input):
```
! wB97M-V def2-TZVPD RIJCOSX def2/J DEFGRID3
* xyz 0 1
H 1.477 1.020 -0.864
H 1.552 0.914 0.677
H 1.812 -1.345 0.515
H 0.621 -0.951 1.310
H 1.446 -0.685 -2.522
H 0.173 -0.443 -1.595
H -1.378 -1.271 -1.041
H -1.520 0.267 -0.855
H -0.103 1.557 0.276
H -1.345 2.025 1.034
H -1.440 -1.047 2.275
H -1.448 -0.205 0.874
O 1.418 1.585 -0.043
O 1.596 -0.887 1.393
O 1.166 -0.481 -1.607
O -1.398 -0.417 -1.511
O -1.107 1.444 0.366
O -1.524 -1.080 1.320
*
```

These are the Mulliken partial charges, in e, on atoms 1 to 6: atom 1 (H): 0.43, atom 2 (H): 0.45, atom 3 (H): 0.36, atom 4 (H): 0.36, atom 5 (H): 0.29, atom 6 (H): 0.49



# 3
This record from the Open Molecules 2025 dataset describes the molecule C6H6N2O2 at a distorted geometry. The level of theory is ωB97M-V/def2-TZVPD.

Output
SMILES: Nc1ncccc1C(=O)O
Max |F| (Eh/bohr): 0.1088
E_HOMO (Eh): -0.326
HOMO-LUMO gap (eV): 9.39
E (eV): -13394.5538
Energy relative to the best compared isomer or geometry (same formula, charge and spin) (kJ/mol): 7.0

Structure (ORCA input):
```
! wB97M-V def2-TZVPD RIJCOSX def2/J DEFGRID3
* xyz 0 1
C 0.906 -0.578 0.258
C 1.009 -0.993 -2.010
C -0.206 -0.457 -2.335
C -0.917 0.064 -1.179
C -0.336 -0.017 0.103
C -0.984 0.794 1.126
H 1.540 -0.153 2.217
H 2.645 -0.679 1.117
H 1.491 -1.412 -2.875
H -0.541 -0.445 -3.303
H -1.882 0.405 -1.181
H -2.215 2.198 1.265
N 1.653 -0.753 1.395
N 1.550 -1.094 -0.821
O -1.788 1.726 0.600
O -0.748 0.791 2.270
*
```

These are the Mulliken partial charges, in e, on atoms 1 to 6: atom 1 (C): 0.47, atom 2 (C): -0.16, atom 3 (C): -0.74, atom 4 (C): -0.41, atom 5 (C): 0.23, atom 6 (C): 0.46



# 4
This record from the Open Molecules 2025 dataset describes a structure of composition C28H27BCl2MnN2O6. The level of theory is ωB97M-V/def2-TZVPD.

Output
⟨S²⟩: 0.92
Max |F| (Eh/bohr): 0.0150
E_HOMO (spin up / spin down) (Eh): -0.048 / -0.021
HOMO-LUMO gap (spin up / spin down) (eV): 5.41 / 4.67
E (eV): -101784.8639

Structure (ORCA input):
```
! wB97M-V def2-TZVPD RIJCOSX def2/J DEFGRID3
* xyz -2 2
Mn -1.316 -0.174 1.591
O -0.834 1.212 2.901
C -1.182 1.313 4.120
C -0.657 2.397 4.911
C -1.009 2.590 6.216
C -1.911 1.728 6.874
C -2.427 0.681 6.149
C -2.086 0.440 4.809
C -2.718 -0.703 4.170
N -2.486 -1.102 2.980
C -3.219 -2.271 2.480
C -3.202 -2.243 0.953
N -1.849 -1.869 0.590
C -1.124 -2.605 -0.149
C 0.315 -2.400 -0.306
C 0.961 -2.977 -1.400
C 2.333 -2.949 -1.551
C 3.078 -2.347 -0.519
C 2.480 -1.802 0.585
C 1.049 -1.761 0.752
O 0.528 -1.217 1.774
H 0.031 3.064 4.406
H -0.587 3.432 6.759
H -2.199 1.894 7.904
H -3.142 0.007 6.614
H -3.458 -1.233 4.783
H -4.249 -2.256 2.846
H -2.707 -3.172 2.837
H -3.890 -1.477 0.603
H -3.480 -3.226 0.547
H -1.559 -3.488 -0.636
H 0.347 -3.459 -2.157
H 2.814 -3.371 -2.424
H 4.161 -2.307 -0.603
H 3.063 -1.327 1.367
C 4.827 1.275 -3.768
C 3.618 1.008 -4.664
C 3.505 2.155 -5.676
C 3.878 -0.305 -5.416
C 2.320 0.897 -3.859
C 1.137 0.547 -4.510
C -0.073 0.385 -3.825
C -0.067 0.581 -2.462
O -1.066 0.427 -1.570
B -0.507 0.616 -0.230
O 0.864 1.048 -0.483
C 1.098 0.952 -1.805
C 2.291 1.118 -2.473
H 5.734 1.312 -4.379
H 4.950 0.491 -3.019
H 4.737 2.228 -3.243
H 4.416 2.234 -6.280
H 3.347 3.105 -5.161
H 2.660 2.000 -6.349
H 4.837 -0.260 -5.945
H 3.098 -0.509 -6.150
H 3.903 -1.144 -4.718
H 1.148 0.378 -5.581
H -0.980 0.093 -4.339
H 3.177 1.365 -1.906
Cl -5.671 1.674 4.256
C -4.642 1.994 2.823
Cl -5.299 3.424 1.942
C -4.527 0.795 1.838
O -5.452 -0.028 1.811
O -3.466 0.838 1.176
H -3.664 2.286 3.190
*
```

These are the Mulliken partial charges, in e, on atoms 1 to 6: atom 1 (Mn): -0.35, atom 2 (O): -0.41, atom 3 (C): 0.28, atom 4 (C): -0.90, atom 5 (C): -0.34, atom 6 (C): -0.77